1.
Density functional theory data (the ωB97M-V functional and the def2-TZVPD basis) for C21H34N7O3P2PtS2 as an isolated structure.

```
70
Properties=species:S:1:pos:R:3:forces:R:3
Pt 0.4946 0.2474 -0.3061 -0.09 -0.15 -0.01
C -0.9076 3.3358 2.7578 0.20 -0.04 0.09
N 0.1951 2.4095 3.0743 -0.36 0.17 0.23
C 1.0458 2.8813 4.1682 0.06 0.03 -0.14
P -0.1432 0.8190 2.8491 -0.27 0.07 -0.51
O -0.7592 0.5538 1.5108 0.40 0.21 0.31
O 1.3350 0.2372 3.0497 0.15 -0.19 0.00
P 1.8246 -1.2606 2.6483 0.03 0.07 0.36
O 1.2506 -1.6919 1.3645 -0.11 -0.14 -0.16
N 1.3727 -2.2140 3.9113 0.25 -0.12 -0.04
C 1.9923 -2.0099 5.2223 -0.07 -0.01 -0.09
C 0.9680 -3.5985 3.6503 -0.07 0.09 0.06
N 3.4534 -1.0246 2.7480 0.21 -0.04 -0.25
C 4.0253 0.0721 1.9504 0.00 -0.08 0.08
C 4.2112 -2.2757 2.5665 0.02 0.11 0.06
N -1.1080 0.1772 3.9875 -0.25 -0.14 0.13
C -2.0979 -0.8533 3.6557 0.05 0.07 0.09
C -0.7684 0.2461 5.4049 -0.05 -0.04 -0.06
H -0.4826 4.3246 2.5806 0.00 0.00 0.00
H -1.6238 3.4093 3.5809 0.00 0.01 0.01
H -1.4247 3.0188 1.8563 0.01 -0.08 -0.03
H 0.4600 3.1270 5.0578 -0.01 0.00 0.03
H 1.5681 3.7838 3.8475 -0.02 0.04 -0.01
H 1.7954 2.1362 4.4227 -0.01 -0.01 -0.02
H 2.2365 -0.9606 5.3737 -0.01 0.01 -0.03
H 2.9114 -2.5945 5.3296 0.00 0.00 0.00
H 1.2973 -2.3209 6.0037 -0.01 -0.01 -0.02
H 0.5426 -3.6781 2.6545 0.00 0.02 -0.03
H 0.2165 -3.8969 4.3830 0.00 0.01 0.00
H 1.8155 -4.2866 3.7326 0.00 0.01 0.01
H 3.4814 0.9952 2.1298 -0.05 0.03 0.01
H 4.0094 -0.1486 0.8779 -0.02 -0.02 -0.02
H 5.0589 0.2194 2.2616 0.02 -0.01 0.01
H 3.8023 -3.0663 3.1937 -0.03 0.00 0.01
H 5.2436 -2.1069 2.8705 -0.01 0.02 0.01
H 4.1993 -2.6135 1.5262 0.00 0.01 -0.01
H -2.3179 -0.8388 2.5940 0.03 0.04 -0.02
H -3.0170 -0.6601 4.2100 0.00 0.01 0.02
H -1.7227 -1.8438 3.9289 0.01 0.00 0.01
H 0.1432 0.8145 5.5732 0.02 0.04 -0.04
H -0.6069 -0.7621 5.7921 0.01 -0.01 0.02
H -1.5750 0.7123 5.9724 -0.03 -0.01 0.01
S 3.3742 0.0423 -3.7169 0.17 -0.01 -0.10
C 2.3497 -1.3219 -3.8625 -0.07 -0.02 0.01
C 1.4600 -1.4106 -2.8310 0.08 0.05 -0.01
C 1.5986 -0.3463 -1.8864 -0.36 -0.25 -0.02
C 2.5975 0.5055 -2.2528 0.27 0.26 0.11
C 2.8671 1.7126 -1.4820 -0.05 -0.20 -0.08
C 3.9369 2.5779 -1.6890 0.06 0.08 -0.05
C 4.0789 3.6839 -0.8737 0.05 -0.02 -0.02
C 3.1558 3.9103 0.1398 0.04 0.05 -0.03
C 2.1270 3.0053 0.2968 -0.17 -0.10 -0.02
N 1.9862 1.9375 -0.4903 0.04 -0.02 0.14
H 2.4766 -2.0034 -4.6911 0.01 0.03 0.03
H 0.7487 -2.2216 -2.7388 0.03 0.05 0.01
H 4.6495 2.3690 -2.4769 -0.02 0.02 0.02
H 4.9095 4.3626 -1.0179 -0.01 0.00 -0.02
H 3.2283 4.7716 0.7888 0.01 -0.02 0.00
H 1.3798 3.1168 1.0744 0.04 -0.01 -0.03
S -1.4036 1.2995 -1.4713 -0.06 0.13 -0.15
C -0.8505 1.3162 -3.0793 0.41 0.19 0.23
N -1.5377 0.5878 -3.9967 -0.35 -0.21 -0.05
C -1.1923 0.5012 -5.2934 0.03 -0.04 -0.16
C -0.0799 1.1540 -5.7193 -0.08 -0.09 -0.16
C 0.6147 1.8866 -4.7472 0.11 0.16 0.27
N 0.2482 1.9840 -3.4861 -0.11 -0.02 -0.06
H -2.3391 0.0792 -3.6436 0.01 0.02 -0.03
H -1.8261 -0.1001 -5.9295 -0.01 0.00 0.03
H 0.2432 1.1082 -6.7480 0.00 0.01 0.04
H 1.5146 2.4290 -5.0211 -0.04 -0.01 0.02
```
Positions in Å, forces in eV/Å.

For the gap between HOMO and LUMO (alpha / beta), the calculation gives 6.209 / 7.286 eV. The energy above the lowest of the compared OMol25 structures with the same formula, charge and spin is 0.0 kcal per mole. For the total energy, the calculation gives -82395.542 eV. As for the HOMO energy (alpha / beta): -8.892 / -10.205 eV. The LUMO energy (alpha / beta) comes out at -0.0986 / -0.1073 Ha. Its charge is +1. Its expectation value of S² is 2.010. Its multiplicity is 3.


2.
Density functional theory data (the ωB97M-V functional and the def2-TZVPD basis) for a 2-piece molecular cluster, C4H14N3 overall at a distorted geometry.

```
21
Properties=species:S:1:pos:R:3:forces:R:3
C 0.4028 2.1437 1.1400 1.37 -1.05 2.40
C 1.5206 0.2357 -0.1311 -0.39 2.26 1.68
N 0.4615 0.9364 0.3769 -2.89 -0.81 -0.58
N 2.6577 0.8285 -0.5213 2.82 0.63 -1.10
N 1.4884 -1.0248 -0.4782 -1.09 -3.75 -0.39
H -0.4534 0.5095 0.7106 2.19 -0.66 -1.61
H 2.8940 1.8216 -0.6105 -1.06 -0.35 0.43
H 3.3250 0.2877 -1.1898 -1.38 0.53 0.75
H 0.7984 -1.7816 -0.4680 -0.20 1.38 0.57
H 2.2525 -1.3108 -1.0413 0.88 -0.20 -0.77
H 1.3095 2.6836 1.1371 1.25 0.61 -0.33
H 0.4213 1.6897 2.2606 -1.01 1.97 -1.82
H -0.3459 2.8343 0.7346 -0.30 -0.47 0.87
C -2.0505 -1.7761 0.2428 0.05 -4.10 1.75
C -2.1536 -0.6752 -0.6608 -1.45 2.21 -2.58
H -3.0790 -2.1289 0.5985 1.53 0.39 -0.14
H -1.6045 -2.6251 -0.3594 -0.51 0.39 0.97
H -1.3399 -1.6333 1.1477 -1.29 0.01 -1.38
H -2.8032 -0.7316 -1.5914 0.04 -0.60 1.47
H -2.4522 0.2068 -0.1405 -0.27 1.01 0.16
H -1.2496 -0.4900 -1.1566 1.70 0.60 -0.35
```
Positions in Å, forces in eV/Å.

For the gap between HOMO and LUMO (alpha / beta), the calculation gives 4.138 / 10.324 eV. The energy above the lowest of the compared OMol25 structures with the same formula, charge and spin is 55.3 kcal per mole. For the total energy, the calculation gives -8840.959 eV. As for the HOMO energy (alpha / beta): -3.131 / -9.645 eV. The LUMO energy (alpha / beta) comes out at 0.0370 / 0.0250 Ha. Its expectation value of S² is 0.754. Its multiplicity is 2.


3.
Density functional theory data (the ωB97M-V functional and the def2-TZVPD basis) for a single C3H3FO2S molecule at a distorted geometry.

```
10
Properties=species:S:1:pos:R:3:forces:R:3
O -0.4152 1.8863 0.0317 -2.00 -3.01 -0.66
C -0.6859 0.6654 -0.0323 3.72 4.04 1.28
C -2.0030 0.0121 -0.0174 -4.04 0.67 0.01
F -1.9043 -1.1928 -0.6732 -0.01 -0.15 0.29
C 0.6520 -0.1003 0.3042 -0.36 -0.20 -1.25
O 0.5506 -0.5664 1.5594 0.19 0.05 -1.11
S 2.0136 -0.1705 -0.6532 -1.82 0.01 1.20
H -2.9987 0.5911 -0.4703 3.11 -0.98 0.82
H -2.3337 -0.1234 1.0722 0.81 -0.15 -1.27
H 1.3927 -1.0270 1.6531 0.39 -0.27 0.70
```
Positions in Å, forces in eV/Å.

For the gap between HOMO and LUMO, the calculation gives 9.010 eV. The energy above the lowest of the compared OMol25 structures with the same formula, charge and spin is 22.3 kcal per mole. For the total energy, the calculation gives -20805.371 eV. As for the HOMO energy: -9.408 eV. The LUMO energy comes out at -0.0146 Ha. Its multiplicity is 1. As for the structure (SMILES): O=C(CF)C(O)=S.


4.
Density functional theory data (the ωB97M-V functional and the def2-TZVPD basis) for a single C19H20ClN3O2 molecule at a distorted geometry.

```
45
Properties=species:S:1:pos:R:3:forces:R:3
C 2.6285 2.5711 -2.8946 0.09 -0.40 -0.09
C 3.3458 1.4593 -3.6458 0.27 0.53 0.06
O 2.8044 0.1791 -3.3060 -0.25 -0.12 -0.23
C 3.2692 -0.4089 -2.2016 0.18 -0.41 0.06
O 4.1551 0.0320 -1.5190 0.09 0.13 0.03
C 2.4961 -1.6809 -1.9035 0.00 0.31 0.02
C 1.3263 -1.2845 -1.0380 -0.43 0.01 -0.04
C 1.4737 -1.1685 0.3762 -0.19 0.05 -0.01
C 2.7716 -1.4651 1.0511 0.09 0.03 0.02
N 0.4873 -0.7952 1.1499 0.45 -0.11 0.44
C -0.6892 -0.5086 0.6029 -0.76 0.10 -0.43
C -1.9172 -0.1037 1.1410 0.31 -0.15 -0.45
C -2.1941 0.1255 2.5489 -0.01 0.05 0.24
C -1.1460 0.4572 3.4104 -0.10 0.05 0.00
C -1.3740 0.6888 4.7516 -0.10 0.00 0.12
C -2.6628 0.5888 5.2511 0.02 -0.05 -0.18
Cl -2.9582 0.8863 6.9317 -0.03 0.03 0.19
C -3.7160 0.2444 4.4213 0.01 0.06 0.15
C -3.4789 0.0127 3.0796 0.16 -0.01 -0.02
C -2.7559 0.0396 0.0158 0.52 -0.08 0.07
C -4.1677 0.4997 -0.0536 0.02 -0.06 -0.07
N -2.1199 -0.2546 -1.1155 -0.85 0.17 -0.71
N -0.8842 -0.5958 -0.7722 0.38 0.04 1.02
C 0.1118 -0.9738 -1.6064 0.41 -0.19 -0.14
C -0.2070 -1.0242 -3.0624 -0.14 0.09 -0.02
H 1.5603 2.5371 -3.0968 -0.09 0.05 -0.03
H 2.7882 2.4603 -1.8246 0.01 0.04 0.07
H 3.0188 3.5342 -3.2096 0.02 0.13 -0.02
H 4.4141 1.4652 -3.4083 -0.16 -0.02 -0.12
H 3.2025 1.5520 -4.7241 0.05 -0.05 0.13
H 2.1532 -2.1237 -2.8362 0.05 -0.06 0.03
H 3.1472 -2.3737 -1.3737 0.01 0.03 -0.09
H 2.6802 -1.2315 2.1075 -0.02 -0.02 0.02
H 3.5732 -0.8746 0.6121 0.11 -0.05 0.00
H 3.0240 -2.5198 0.9456 0.09 -0.10 -0.01
H -0.1454 0.5240 3.0147 0.06 0.03 0.03
H -0.5589 0.9474 5.4096 0.05 0.03 0.07
H -4.7133 0.1536 4.8235 -0.07 0.00 0.06
H -4.3015 -0.2826 2.4495 -0.09 -0.03 -0.07
H -4.3787 0.8384 -1.0648 -0.04 0.04 -0.02
H -4.3399 1.3112 0.6498 -0.08 0.04 0.03
H -4.8502 -0.3174 0.1794 -0.10 0.01 0.05
H 0.5123 -0.4400 -3.6317 0.01 -0.03 -0.01
H -0.1766 -2.0520 -3.4227 0.00 -0.07 -0.03
H -1.2081 -0.6287 -3.2121 0.03 -0.05 -0.10
```
Positions in Å, forces in eV/Å.

For the gap between HOMO and LUMO, the calculation gives 8.264 eV. The energy above the lowest of the compared OMol25 structures with the same formula, charge and spin is 25.6 kcal per mole. For the total energy, the calculation gives -41116.376 eV. As for the HOMO energy: -7.664 eV. The LUMO energy comes out at 0.0221 Ha. Its multiplicity is 1. As for the structure (SMILES): CCOC(=O)Cc1c(C)nc2c(-c3ccc(Cl)cc3)c(C)nn2c1C.


5.
Density functional theory data (the ωB97M-V functional and the def2-TZVPD basis) for a single C5H7NO molecule at a distorted geometry.

```
14
Properties=species:S:1:pos:R:3:forces:R:3
C 1.2264 1.2049 0.1560 -2.19 -3.95 3.30
C 0.2241 0.0247 -0.0287 -0.39 2.17 -0.25
C 0.7041 -1.3354 0.2493 -2.35 0.44 -0.01
N -0.1965 -2.1201 0.7015 0.35 -0.10 0.31
O -1.3620 -1.4355 0.9182 -1.10 1.12 -0.60
C -1.2521 -0.0929 0.4055 1.98 -0.72 -0.78
C -0.9011 0.1449 -1.0599 0.12 -1.01 2.24
H 1.1586 1.4171 1.2460 1.30 -0.27 -0.54
H 0.8824 2.0384 -0.2616 -1.23 3.33 -2.29
H 2.0706 0.7914 -0.2972 2.04 0.21 -0.10
H 1.6544 -1.7327 0.1369 1.74 -0.46 -0.35
H -1.8736 0.6881 0.7709 -0.29 -0.02 1.24
H -1.0837 -0.7192 -1.6147 -0.25 -0.82 -1.58
H -1.2516 1.1264 -1.3221 0.27 0.07 -0.58
```
Positions in Å, forces in eV/Å.

For the gap between HOMO and LUMO, the calculation gives 10.148 eV. The energy above the lowest of the compared OMol25 structures with the same formula, charge and spin is 86.5 kcal per mole. For the total energy, the calculation gives -8832.450 eV. As for the HOMO energy: -9.203 eV. The LUMO energy comes out at 0.0347 Ha. Its multiplicity is 1. As for the structure (SMILES): C[C@@]12C=NO[C@@H]1C2.